{"formula": "C27H39BClMnN7O7S3", "method": "ωB97M-V with the def2-TZVPD basis set", "lumo_ev": [-5.19, -3.79], "relative_energy_kj_mol": 47.2, "multiplicity": 5, "homo_lumo_gap_ev": [5.848, 7.237], "energy_ev": -130406.450, "homo_energy_ev": [-11.04, -11.03], "total_charge": 1, "symbols": ["Mn", "C", "C", "C", "C", "N", "N", "B", "N", "N", "C", "C", "C", "C", "C", "S", "C", "C", "C", "C", "N", "N", "C", "C", "C", "C", "C", "S", "C", "C", "C", "C", "C", "S", "C", "C", "C", "C", "H", "H", "H", "H", "H", "H", "H", "H", "H", "H", "H", "H", "H", "H", "H", "H", "H", "H", "H", "H", "H", "H", "H", "H", "H", "H", "H", "H", "H", "H", "H", "H", "H", "H", "H", "H", "H", "H", "H", "O", "Cl", "O", "O", "O", "O", "N", "O", "O"], "coordinates": [[0.8127, 0.2081, -0.7168], [-1.3368, 4.1753, -1.6455], [-1.1779, 3.8418, -0.1970], [-0.9625, 4.7886, 0.7556], [-0.7607, 4.4359, 2.1099], [-0.8088, 3.1879, 2.4979], [-1.0242, 2.2611, 1.5499], [-1.0570, 0.8285, 2.0818], [0.2693, 0.0901, 2.3127], [-0.3329, 0.5180, 3.4298], [0.0567, 0.1960, 4.6318], [1.2882, -0.5119, 4.6810], [1.9713, -0.8777, 3.5591], [3.2868, -1.5762, 3.6351], [1.4003, -0.5832, 2.2653], [2.1738, -1.0343, 0.8314], [-0.8007, 0.5768, 5.8213], [-0.8966, 2.1045, 5.8827], [-2.2004, -0.0126, 5.6042], [-0.2049, 0.0282, 7.1171], [-2.3532, 0.1094, 1.9064], [-3.3183, 0.9517, 2.3823], [-4.5325, 0.5138, 2.4377], [-4.8423, -0.8213, 2.0192], [-3.8865, -1.6538, 1.5533], [-4.1885, -3.0488, 1.1160], [-2.5237, -1.1578, 1.4662], [-1.2613, -2.0394, 0.8255], [-5.5962, 1.4417, 2.9979], [-6.7681, 1.5231, 2.0109], [-5.0315, 2.8415, 3.2313], [-6.0840, 0.8585, 4.3311], [-1.1800, 2.4962, 0.2461], [-1.3564, 1.1667, -0.8600], [-0.4579, 5.5161, 3.1305], [-0.2192, 4.9239, 4.5141], [-1.6540, 6.4766, 3.1921], [0.8039, 6.2643, 2.6698], [-1.3737, 5.2537, -1.7814], [-2.2430, 3.7312, -2.0569], [-0.4984, 3.7738, -2.2168], [-0.9141, 5.8312, 0.4721], [1.6977, -0.7671, 5.6457], [3.5652, -1.7694, 4.6676], [4.0599, -0.9663, 3.1631], [3.2478, -2.5194, 3.0874], [-1.3525, 2.4957, 4.9722], [0.0861, 2.5658, 5.9937], [-1.5081, 2.3931, 6.7378], [-2.6666, 0.3919, 4.7062], [-2.8294, 0.2499, 6.4557], [-2.1728, -1.1016, 5.5265], [0.7779, 0.4506, 7.3295], [-0.1279, -1.0602, 7.1078], [-0.8602, 0.3044, 7.9428], [-5.8648, -1.1698, 2.0871], [-5.2376, -3.2811, 1.2852], [-3.5643, -3.7642, 1.6521], [-3.9550, -3.1744, 0.0578], [-6.4313, 1.8347, 1.0206], [-7.4932, 2.2560, 2.3658], [-7.2920, 0.5720, 1.9108], [-4.6776, 3.2870, 2.2997], [-4.1973, 2.8286, 3.9339], [-5.8173, 3.4776, 3.6395], [-6.4680, -0.1564, 4.2147], [-6.8910, 1.4737, 4.7304], [-5.2774, 0.8355, 5.0666], [-1.1169, 4.4410, 4.8981], [0.0490, 5.7283, 5.1990], [0.5904, 4.1932, 4.5057], [-2.5602, 5.9553, 3.5068], [-1.8490, 6.9561, 2.2320], [-1.4492, 7.2658, 3.9162], [1.6275, 5.5757, 2.4725], [1.1165, 6.9551, 3.4530], [0.6277, 6.8534, 1.7689], [2.1773, 3.9627, 0.6506], [2.4817, 2.5867, 0.8418], [2.2759, 2.1764, 2.1964], [3.7489, 2.2051, 0.3323], [1.4108, 1.8614, 0.0102], [1.9388, 0.1566, -2.5450], [1.3261, -0.9100, -2.8309], [1.4881, -1.5812, -3.7763], [0.4281, -1.2293, -1.9014]], "forces_ev_per_angstrom": [[0.30, 0.22, 0.48], [-0.01, -0.01, 0.04], [-0.04, 0.03, -0.11], [-0.02, 0.02, 0.02], [0.03, 0.10, 0.04], [0.00, 0.07, -0.22], [0.10, -0.25, 0.32], [-0.13, -0.30, -0.12], [-0.35, 0.36, -0.05], [0.04, 0.06, -0.03], [0.12, 0.01, 0.08], [-0.16, -0.01, 0.06], [0.06, -0.07, -0.04], [-0.06, 0.00, -0.05], [0.40, 0.04, 0.14], [-0.11, -0.07, -0.27], [0.09, 0.00, -0.02], [-0.02, -0.12, -0.04], [-0.06, -0.06, 0.04], [-0.04, 0.05, 0.02], [0.13, 0.45, 0.05], [-0.01, -0.20, -0.09], [0.01, -0.01, 0.01], [-0.07, 0.09, 0.10], [0.07, -0.13, -0.03], [0.03, 0.03, -0.02], [-0.16, -0.13, -0.11], [-0.03, -0.05, -0.05], [-0.01, -0.05, -0.04], [-0.01, 0.02, -0.02], [0.00, 0.02, -0.02], [-0.01, -0.02, 0.02], [0.03, 0.08, -0.04], [0.03, -0.16, -0.03], [-0.01, -0.01, -0.02], [-0.01, 0.09, -0.01], [0.01, 0.03, 0.03], [0.05, 0.01, 0.04], [0.01, 0.00, -0.02], [-0.01, -0.01, 0.02], [0.02, -0.01, 0.01], [0.00, 0.01, 0.00], [0.01, 0.01, 0.05], [0.00, -0.01, 0.01], [-0.02, 0.01, -0.02], [0.01, -0.01, 0.00], [0.03, -0.12, 0.08], [-0.03, -0.06, 0.02], [-0.03, 0.00, 0.02], [0.01, 0.02, -0.01], [0.00, -0.02, 0.01], [0.01, 0.00, 0.00], [0.02, 0.02, -0.01], [-0.01, -0.01, -0.02], [0.00, -0.01, 0.00], [0.00, 0.02, -0.01], [-0.01, -0.02, -0.01], [0.01, 0.01, 0.02], [0.01, 0.02, 0.00], [0.01, 0.01, 0.00], [0.00, 0.00, 0.01], [0.02, -0.02, -0.01], [0.00, -0.01, 0.00], [0.00, -0.01, 0.00], [0.00, 0.01, 0.01], [-0.01, 0.00, -0.01], [0.00, 0.01, 0.00], [0.00, 0.00, 0.00], [0.05, 0.12, -0.05], [0.02, 0.02, 0.01], [-0.01, 0.04, -0.05], [0.00, -0.01, 0.00], [0.00, 0.00, -0.01], [0.01, 0.01, 0.00], [-0.06, 0.04, 0.04], [-0.03, 0.03, 0.01], [0.01, -0.03, -0.03], [0.12, -0.32, 0.04], [0.30, -0.17, -0.14], [0.06, 0.08, -0.15], [-0.42, 0.12, 0.20], [-0.14, 0.24, -0.09], [-0.05, -0.06, 0.06], [-0.26, 0.17, 0.50], [0.06, -0.20, -0.37], [0.09, -0.07, -0.21]]}